# 1
The following is a DFT calculation (the ωB97M-V functional and the def2-TZVPD basis) of a molecular structure, C24H38As3NO6RuSeSi2.

Values from the calculation:
multiplicity = 5
LUMO energy (alpha / beta) = -0.20 / -1.65 eV
gap between HOMO and LUMO (alpha / beta) = 7.3 / 6.7 eV

Each line ends with the Mulliken spin population.
Element x y z (Å)
Ru 0.30313 0.23797 -0.15440  2.7232
C -4.70076 -0.73145 4.09947  0.0000
As -3.37953 -0.69575 2.65220  0.0030
C -4.58439 -1.22047 1.20181  0.0000
C -3.41041 1.23869 2.28112  -0.0024
C -4.61895 1.93542 2.27857  0.0015
C -4.68291 3.28927 1.99169  0.0014
C -3.51948 3.98107 1.68997  0.0070
C -2.30791 3.31217 1.69211  -0.0108
C -2.24198 1.95189 2.00344  -0.0207
As -0.44152 1.21164 1.92789  0.0062
C 0.58807 2.65440 2.70982  0.0726
C -0.18024 -0.13203 3.29691  -0.0015
H -5.67032 -0.33666 3.79966  0.0000
H -4.32393 -0.16276 4.94878  0.0000
H -4.82580 -1.76894 4.40828  0.0001
H -5.55961 -0.74411 1.30367  0.0000
H -4.70556 -2.30365 1.22537  0.0001
H -4.14270 -0.93819 0.24840  0.0003
H -5.53699 1.40433 2.49561  0.0001
H -5.63736 3.80002 1.99521  0.0000
H -3.55137 5.03650 1.45304  0.0000
H -1.41225 3.86268 1.44080  0.0092
H 1.58589 2.26501 2.90296  -0.0011
H 0.11533 2.96439 3.64102  0.0007
H 0.68443 3.49608 2.03036  -0.0269
H -0.82180 0.08440 4.14855  0.0006
H 0.86921 -0.06808 3.58044  -0.0007
H -0.39985 -1.12019 2.89694  0.0025
O 3.72772 -0.74953 -1.07006  -0.0077
Se 2.36107 -1.73598 -0.70570  -0.0443
O 1.91117 -1.37676 0.83321  0.0752
O 1.17065 -1.09759 -1.67226  0.0606
O 2.77460 -3.25069 -1.02847  0.0065
C 2.66708 3.99454 -2.80055  0.0153
Si 1.55367 2.51089 -2.58192  0.0985
C 2.02130 1.20638 -3.81240  0.0339
C -0.23511 3.00047 -2.76667  0.0311
As 1.98171 1.91277 -0.31239  0.8826
Si 5.31140 -0.92635 -0.42418  0.0072
C 5.69803 0.69086 0.37836  0.0106
C 6.38234 -1.24235 -1.89504  -0.0002
C 5.36929 -2.30669 0.80266  0.0020
H 2.54395 4.42238 -3.80022  0.0021
H 3.71270 3.70086 -2.68096  0.0004
H 2.44930 4.76957 -2.06332  0.0007
H 1.86076 1.60397 -4.81910  0.0041
H 1.42350 0.30347 -3.68715  -0.0076
H 3.07265 0.93169 -3.70780  -0.0019
H -0.39875 3.56807 -3.68694  0.0002
H -0.55498 3.61531 -1.92277  -0.0032
H -0.86975 2.11030 -2.79151  -0.0052
H 5.64137 1.51261 -0.33856  0.0004
H 6.70202 0.67862 0.81037  0.0009
H 4.98100 0.89516 1.17665  -0.0046
H 6.24741 -0.46514 -2.65024  0.0000
H 6.13283 -2.20598 -2.34377  0.0002
H 7.43874 -1.26046 -1.61275  0.0000
H 4.53198 -2.25011 1.50341  0.0002
H 6.29613 -2.23979 1.37760  0.0001
H 5.32389 -3.27908 0.31121  0.0004
O -1.51050 -0.10494 -1.75406  0.0974
C -1.63560 -1.19324 -1.16441  -0.0474
N -1.23191 -1.33058 0.12293  0.0054
C -1.30968 -2.68590 0.48011  0.0202
O -0.98426 -3.16207 1.53587  0.0020
C -1.91672 -3.41865 -0.69322  -0.0053
C -2.23946 -4.74681 -0.85875  0.0019
C -2.78512 -5.12213 -2.08593  0.0002
C -2.99253 -4.18838 -3.09894  0.0004
C -2.65799 -2.84785 -2.91956  0.0024
C -2.12202 -2.49371 -1.70041  -0.0011
H -2.06549 -5.46410 -0.06752  0.0000
H -3.04429 -6.15831 -2.26100  0.0000
H -3.41529 -4.51206 -4.04117  0.0000
H -2.80922 -2.11635 -3.70237  0.0010



# 2
The following is a DFT calculation (the ωB97M-V functional and the def2-TZVPD basis) of 12 unconnected molecules or ions with the total composition C24H38Cl6N8O6 in a non-equilibrium geometry.

Values from the calculation:
multiplicity = 1
SMILES string = COC(=O)OC.COC(=O)OC.ClC(Cl)Cl.ClC(Cl)Cl.CC#N.CC#N.CC#N.CC#N.CC#N.CC#N.CC#N.CC#N
LUMO energy = -0.08 eV
gap between HOMO and LUMO = 11.2 eV

Each line ends with the Mulliken charge.
Element x y z (Å)
C 2.08245 -2.43001 -2.78110  -0.7003
O 2.01659 -1.04304 -2.48763  -0.0378
C 1.67373 -0.23986 -3.49327  0.6313
O 1.42537 -0.56848 -4.61436  -0.5881
O 1.64716 1.01204 -3.00441  -0.1902
C 1.32980 2.03591 -3.92923  -0.6590
H 1.11927 -2.89226 -2.53600  0.1814
H 2.80183 -2.90871 -2.11408  0.1631
H 2.33842 -2.66368 -3.80955  0.4308
H 0.78642 2.81260 -3.38928  -0.0068
H 0.70971 1.68586 -4.75001  0.4211
H 2.24165 2.48003 -4.33483  0.3182
C -1.36612 2.06762 -0.35400  -0.3551
O -0.82653 0.81321 -0.74961  -0.2871
C -0.48013 -0.02208 0.24423  0.6283
O -0.79932 0.10820 1.40032  -0.5254
O 0.15292 -1.03364 -0.29188  -0.1646
C 0.43789 -2.15658 0.54324  0.3144
H -2.15810 1.96462 0.39167  -0.1012
H -1.74418 2.52105 -1.25926  0.2270
H -0.60644 2.66776 0.15665  0.3010
H 0.79494 -1.85087 1.52684  0.0802
H 1.22181 -2.75823 0.09519  -0.2407
H -0.47408 -2.74111 0.62666  -0.1005
Cl -4.82676 1.37316 -0.23622  -0.0301
C -6.25292 1.44814 -1.28551  -0.1188
Cl -5.77261 1.86252 -2.92709  -0.0984
Cl -7.40839 2.60699 -0.64878  -0.1203
H -6.69353 0.46265 -1.31082  0.3625
Cl 0.84979 -5.42040 -1.09368  -0.0577
C 0.31430 -6.46733 0.24175  -0.1515
Cl 0.24267 -5.59599 1.75078  -0.0990
Cl 1.40304 -7.84009 0.40015  -0.1380
H -0.67062 -6.81714 -0.02981  0.4265
C -2.38154 1.61962 3.95343  -0.4532
C -1.49977 1.02336 4.93549  0.2940
N -0.78810 0.54708 5.70457  -0.4414
H -2.71301 0.90121 3.20397  0.0376
H -1.88223 2.43467 3.43216  0.1949
H -3.28481 2.00381 4.43001  0.4087
C 1.85534 1.35427 2.82221  0.3351
C 1.55332 2.53575 3.64222  -0.1731
N 1.26183 3.44231 4.28175  -0.4616
H 1.28920 0.53281 3.26173  0.0452
H 2.92580 1.18491 2.80124  0.2874
H 1.44838 1.54195 1.83049  -0.0338
C 4.38032 -5.84461 -0.83107  -1.0163
C 3.88691 -4.84025 0.09885  0.2520
N 3.50125 -4.03047 0.81051  -0.1028
H 5.45231 -5.76048 -0.97420  0.3735
H 3.87764 -5.69678 -1.79032  0.2648
H 4.10349 -6.83851 -0.48497  0.2908
C -3.67606 -2.11440 0.28409  -0.4636
C -2.98447 -3.36737 0.02331  0.3492
N -2.39955 -4.34083 -0.16011  -0.3782
H -4.66427 -2.07355 -0.15637  0.4008
H -3.05063 -1.26919 0.00036  -0.1172
H -3.76387 -2.03074 1.37267  0.2674
C 3.49041 -1.98223 3.33429  0.0504
C 4.21373 -1.09485 4.24761  0.1091
N 4.76969 -0.39622 4.96646  -0.4410
H 2.50009 -1.54681 3.18483  -0.1536
H 3.38435 -2.96690 3.77478  0.4025
H 3.99969 -2.00814 2.37496  0.0265
C 3.62278 0.33576 -0.16111  0.0476
C 4.54839 -0.76637 -0.37772  0.2730
N 5.28194 -1.64074 -0.54933  -0.5191
H 3.86282 0.83590 0.77582  0.3689
H 2.57826 0.05035 -0.20980  -0.4591
H 3.83889 1.08448 -0.92814  0.3534
C -4.84026 5.44778 0.51014  -0.8468
C -4.12981 4.85426 -0.61220  0.3595
N -3.58210 4.39453 -1.50895  -0.3657
H -4.63142 6.51723 0.51745  0.3331
H -4.45367 5.04057 1.44221  0.2453
H -5.90188 5.25402 0.39844  0.2583
C -0.79958 5.54114 -3.01119  -0.0105
C -1.61952 6.49916 -3.74551  0.1669
N -2.24972 7.24199 -4.34697  -0.3880
H -1.44335 4.82328 -2.50614  -0.1277
H -0.21341 6.07816 -2.26958  0.2968
H -0.18387 5.01622 -3.73945  0.1449